The following is a quantum chemistry calculation of 9 unconnected molecules or ions with the total composition C27H59Br16NP2, from the Open Molecules 2025 dataset.

Properties
- E_HOMO (Eh) = -0.2919
- M (g/mol) = 1738.19
- SMILES = CCCCCCCCP(CN)#P(C)C.BrCCBr.BrCCBr.BrCCBr.BrCCBr.BrCCBr.BrCCBr.BrCCBr.BrCCBr
- multiplicity = 1
- HOMO-LUMO gap (hartree) = 0.2997
- total energy (Ha) = -42985.8562

Last column: Mulliken charge in e.
Positions of all 105 atoms, in Å:
1 C 2.859 -4.091 -1.701  -1.3470
2 C 2.706 -2.573 -1.795  -0.0027
3 C 2.986 -1.857 -0.466  -0.5235
4 C 3.652 -0.488 -0.623  -0.9626
5 C 2.889 0.533 -1.473  -0.3149
6 C 1.373 0.492 -1.271  0.7961
7 C 0.699 1.783 -1.761  -1.1728
8 C -0.741 1.603 -2.250  -0.0895
9 P -2.070 1.377 -0.964  -0.2981
10 C -1.284 0.650 0.560  -0.5593
11 N -2.326 0.681 1.602  -0.3149
12 P -3.171 -0.286 -1.872  0.2151
13 C -1.879 -1.554 -2.213  -1.2391
14 C -4.012 -1.076 -0.440  -1.0699
15 H 2.034 -4.519 -1.126  0.3143
16 H 2.841 -4.565 -2.683  0.4081
17 H 3.803 -4.360 -1.223  0.3037
18 H 1.685 -2.361 -2.118  -0.1006
19 H 3.386 -2.187 -2.560  0.2912
20 H 3.676 -2.485 0.109  0.5119
21 H 2.072 -1.790 0.130  0.2125
22 H 4.642 -0.670 -1.051  0.4575
23 H 3.802 -0.053 0.370  0.2847
24 H 3.142 0.423 -2.531  0.2672
25 H 3.220 1.530 -1.171  0.0440
26 H 0.948 -0.352 -1.819  -0.4185
27 H 1.192 0.352 -0.206  0.1286
28 H 0.783 2.578 -1.015  0.3150
29 H 1.278 2.130 -2.626  0.3832
30 H -1.068 2.487 -2.798  -0.1057
31 H -0.735 0.783 -2.970  0.4723
32 H -0.996 -0.394 0.410  0.1378
33 H -0.399 1.223 0.844  0.5516
34 H -2.402 1.613 1.986  0.2503
35 H -2.067 0.061 2.359  -0.0084
36 H -1.284 -1.258 -3.075  0.4154
37 H -2.367 -2.498 -2.458  0.5327
38 H -1.207 -1.708 -1.363  0.2192
39 H -4.133 -0.377 0.384  0.5507
40 H -3.432 -1.932 -0.088  0.3116
41 H -4.980 -1.455 -0.774  0.1439
42 Br 3.379 4.450 0.214  -0.1454
43 C 5.148 4.337 1.017  -0.6318
44 C 6.217 4.072 -0.008  -0.5478
45 Br 6.155 2.238 -0.639  -0.0912
46 H 5.096 3.551 1.763  0.3697
47 H 5.318 5.294 1.504  0.3760
48 H 7.206 4.204 0.426  0.3172
49 H 6.116 4.705 -0.883  0.3769
50 Br 5.203 -7.342 -1.285  -0.1287
51 C 3.695 -7.713 -0.116  -0.5782
52 C 2.649 -8.559 -0.794  -0.5600
53 Br 1.621 -7.537 -2.086  -0.1288
54 H 3.302 -6.751 0.196  0.3151
55 H 4.108 -8.239 0.741  0.3695
56 H 1.930 -8.924 -0.064  0.3445
57 H 3.082 -9.397 -1.329  0.3610
58 Br 9.954 2.517 -0.051  -0.1397
59 C 9.740 1.495 -1.689  -0.6086
60 C 11.000 1.474 -2.510  -0.5643
61 Br 11.319 3.173 -3.399  -0.1370
62 H 8.905 1.940 -2.221  0.3437
63 H 9.474 0.489 -1.375  0.3648
64 H 10.919 0.735 -3.303  0.3539
65 H 11.879 1.270 -1.908  0.3754
66 Br -5.151 -3.135 -3.368  -0.1305
67 C -5.914 -1.700 -4.429  -0.4900
68 C -7.235 -1.245 -3.872  -0.4467
69 Br -8.665 -2.514 -4.227  -0.1547
70 H -5.991 -2.068 -5.446  0.4486
71 H -5.192 -0.887 -4.377  0.2090
72 H -7.542 -0.312 -4.338  0.3811
73 H -7.199 -1.121 -2.794  0.1738
74 Br -0.829 2.365 5.877  -0.1509
75 C -0.313 0.596 6.499  -0.5905
76 C -0.267 -0.396 5.368  -0.5783
77 Br -2.050 -0.903 4.782  -0.1597
78 H -1.029 0.317 7.265  0.3881
79 H 0.672 0.712 6.943  0.3515
80 H 0.216 -1.317 5.687  0.3638
81 H 0.244 0.002 4.497  0.3689
82 Br -5.519 -3.874 1.533  -0.1237
83 C -6.432 -2.190 1.861  -0.3956
84 C -7.926 -2.322 1.724  -0.5935
85 Br -8.491 -2.468 -0.131  -0.1226
86 H -6.017 -1.472 1.163  0.1122
87 H -6.171 -1.904 2.877  0.3996
88 H -8.418 -1.435 2.115  0.3641
89 H -8.305 -3.203 2.231  0.3932
90 Br -2.728 2.710 9.828  -0.1363
91 C -3.262 3.856 8.351  -0.5649
92 C -4.498 4.651 8.673  -0.5759
93 Br -6.102 3.554 8.636  -0.1342
94 H -3.398 3.208 7.492  0.3294
95 H -2.419 4.520 8.173  0.3441
96 H -4.651 5.426 7.925  0.3565
97 H -4.452 5.100 9.660  0.3810
98 Br -2.548 2.954 -5.167  -0.1290
99 C -3.498 4.541 -4.575  -0.6168
100 C -2.638 5.772 -4.679  -0.5722
101 Br -1.272 5.812 -3.296  -0.1316
102 H -3.811 4.348 -3.554  0.3570
103 H -4.372 4.628 -5.217  0.3728
104 H -3.238 6.668 -4.535  0.3494
105 H -2.118 5.828 -5.630  0.3560

The following is a quantum chemistry calculation of 3 unconnected molecules or ions with the total composition C27H59N3O7 in a non-equilibrium geometry, from the Open Molecules 2025 dataset.

Properties
- E_HOMO (Eh) = -0.3155
- M (g/mol) = 537.78
- SMILES = C=COC(=O)NCCCCCCCCCCCOC.COCCNCCOC.COCCNCCOC
- multiplicity = 1
- HOMO-LUMO gap (hartree) = 0.3352
- total energy (Ha) = -1754.7938

Last column: Mulliken charge in e.
Positions of all 96 atoms, in Å:
1 C -1.282 -3.916 -5.330  -0.5607
2 C -1.160 -2.888 -4.352  -0.0512
3 O -2.085 -1.795 -4.211  -0.2552
4 C -1.789 -0.742 -5.115  0.5356
5 O -1.531 -0.949 -6.330  -0.5791
6 N -1.820 0.666 -4.697  -0.2570
7 C -0.764 0.905 -3.647  -0.1790
8 C 0.643 1.378 -4.294  -0.4124
9 C 1.606 0.090 -4.415  0.7597
10 C 2.894 0.372 -5.360  -0.7449
11 C 3.882 1.469 -4.746  -0.5146
12 C 5.178 0.883 -4.023  -0.7961
13 C 4.873 -0.113 -2.806  -0.4485
14 C 5.007 0.612 -1.366  -0.6288
15 C 4.563 -0.341 -0.151  -0.7310
16 C 2.989 -0.645 -0.100  0.4734
17 C 2.231 -0.011 1.182  -0.1131
18 O 1.144 0.789 0.664  -0.0324
19 C 1.591 2.072 0.187  -0.5053
20 H -1.537 -3.686 -6.414  0.2396
21 H -1.159 -4.979 -4.946  0.2635
22 H -0.261 -2.891 -3.645  0.2745
23 H -1.585 1.228 -5.524  0.3114
24 H -1.185 1.736 -2.974  -0.1061
25 H -0.599 -0.041 -3.021  0.2486
26 H 1.120 2.058 -3.503  0.1801
27 H 0.505 1.940 -5.271  0.2109
28 H 1.051 -0.827 -4.800  -0.0674
29 H 1.924 -0.156 -3.342  -0.5358
30 H 2.452 0.834 -6.318  0.3883
31 H 3.406 -0.591 -5.697  0.3301
32 H 3.274 2.196 -4.102  0.2303
33 H 4.262 2.100 -5.632  0.2994
34 H 5.743 1.779 -3.569  0.3281
35 H 5.868 0.331 -4.741  0.3427
36 H 3.909 -0.705 -2.916  0.3111
37 H 5.719 -0.895 -2.814  0.3128
38 H 4.501 1.634 -1.345  0.2210
39 H 6.136 0.787 -1.220  0.3198
40 H 4.813 0.233 0.816  0.3576
41 H 5.181 -1.293 -0.113  0.3551
42 H 2.863 -1.774 -0.083  0.4202
43 H 2.470 -0.254 -1.033  -0.5270
44 H 1.833 -0.880 1.816  -0.5739
45 H 2.930 0.629 1.826  0.4131
46 H 1.426 2.882 0.985  0.2790
47 H 2.675 2.104 -0.151  0.1691
48 H 0.920 2.374 -0.698  0.0256
49 C 1.173 -4.105 7.852  -0.7015
50 O 0.235 -4.788 7.034  -0.3356
51 C -1.048 -4.161 6.995  -0.8018
52 C -1.302 -3.523 5.628  -0.1652
53 N -0.456 -2.349 5.420  -0.3077
54 C -0.445 -1.863 4.038  -0.6816
55 C 0.091 -2.809 2.950  -0.6162
56 O 1.488 -3.069 3.040  -0.4467
57 C 1.841 -4.093 3.958  -0.5702
58 H 2.042 -4.754 7.978  0.2330
59 H 1.507 -3.179 7.379  0.2940
60 H 0.755 -3.891 8.840  0.3356
61 H -1.179 -3.438 7.807  0.4039
62 H -1.784 -4.957 7.142  0.3965
63 H -2.353 -3.225 5.561  0.3648
64 H -1.114 -4.290 4.870  0.1643
65 H 0.497 -2.576 5.681  0.0856
66 H 0.175 -0.961 4.029  0.3502
67 H -1.459 -1.551 3.768  0.4110
68 H -0.051 -2.302 1.990  0.3941
69 H -0.477 -3.742 2.881  0.4325
70 H 1.081 -4.875 4.024  0.2938
71 H 2.035 -3.663 4.943  0.1729
72 H 2.774 -4.547 3.617  0.3100
73 C -2.112 1.362 0.040  -0.5366
74 O -3.316 1.296 0.790  -0.4052
75 C -3.269 2.040 2.007  -0.7143
76 C -4.156 3.283 1.919  -0.2223
77 N -3.592 4.278 1.008  -0.3135
78 C -4.518 5.359 0.663  -0.7025
79 C -5.813 4.984 -0.076  -0.4741
80 O -5.612 4.515 -1.403  -0.4318
81 C -5.280 3.139 -1.503  -0.3919
82 H -2.169 0.616 -0.755  0.2221
83 H -1.992 2.345 -0.424  0.2271
84 H -1.243 1.135 0.665  0.3590
85 H -2.244 2.296 2.296  0.2951
86 H -3.675 1.385 2.785  0.4373
87 H -4.255 3.724 2.917  0.4047
88 H -5.147 2.955 1.589  0.1585
89 H -3.310 3.819 0.150  -0.0029
90 H -3.962 6.055 0.028  0.3727
91 H -4.776 5.905 1.577  0.3907
92 H -6.401 5.902 -0.176  0.3532
93 H -6.441 4.290 0.493  0.3411
94 H -5.753 2.537 -0.722  0.2576
95 H -4.195 3.010 -1.479  0.0533
96 H -5.624 2.775 -2.473  0.3261

The following is a quantum chemistry calculation of 9 unconnected molecules or ions with the total composition C27H60N8O11 in a non-equilibrium geometry, from the Open Molecules 2025 dataset.

Properties
- E_HOMO (Eh) = -0.3063
- M (g/mol) = 672.82
- SMILES = O=C1OCCO1.CNC(C)=O.CNC(C)=O.CNC(C)=O.CNC(C)=O.CNC(C)=O.CNC(C)=O.CNC(C)=O.CNC(C)=O
- multiplicity = 1
- HOMO-LUMO gap (hartree) = 0.2972
- total energy (Ha) = -2330.5398

Last column: Mulliken charge in e.
Positions of all 106 atoms, in Å:
1 O -5.503 1.731 -1.232  -0.5722
2 C -5.093 2.895 -1.331  0.6907
3 O -4.155 3.459 -0.476  -0.1508
4 C -3.968 4.822 -0.889  -0.3813
5 C -4.651 4.895 -2.280  -0.2870
6 O -5.486 3.770 -2.252  -0.3784
7 H -4.420 5.528 -0.192  0.2399
8 H -2.896 4.959 -1.032  0.2851
9 H -3.831 4.871 -2.997  0.1950
10 H -5.170 5.851 -2.351  0.3476
11 C 4.180 -0.839 1.733  -1.0293
12 N 4.914 -0.062 0.797  0.2308
13 C 5.780 0.986 0.984  0.7782
14 C 6.473 1.556 -0.225  -0.6276
15 O 6.019 1.450 2.115  -0.7037
16 H 3.172 -0.426 1.692  0.2714
17 H 4.403 -0.637 2.780  0.4217
18 H 4.181 -1.896 1.469  0.2280
19 H 4.764 -0.266 -0.181  0.0505
20 H 6.340 2.607 -0.479  0.3185
21 H 6.107 1.146 -1.166  -0.1434
22 H 7.543 1.384 -0.112  0.2379
23 C 1.932 -1.601 -4.285  -0.7256
24 N 2.638 -0.335 -4.284  -0.1053
25 C 2.594 0.586 -3.355  0.6002
26 C 3.782 1.566 -3.303  -1.1199
27 O 1.767 0.608 -2.453  -0.8662
28 H 0.989 -1.584 -3.739  0.0544
29 H 2.527 -2.400 -3.842  0.1889
30 H 1.769 -1.743 -5.353  0.4602
31 H 3.349 -0.241 -4.995  0.2987
32 H 4.284 1.693 -4.262  0.5460
33 H 4.535 1.406 -2.531  -0.0479
34 H 3.459 2.600 -3.184  0.4139
35 C -2.014 -0.305 -3.645  -1.0284
36 N -0.971 0.741 -3.543  0.3082
37 C -1.251 2.065 -3.616  0.6398
38 C -0.110 2.977 -3.288  -0.8294
39 O -2.312 2.582 -3.970  -0.6880
40 H -2.945 -0.028 -4.139  0.3794
41 H -2.339 -0.744 -2.701  0.3114
42 H -1.664 -1.136 -4.257  0.3509
43 H -0.097 0.545 -3.075  -0.1465
44 H -0.339 4.042 -3.268  0.3525
45 H 0.710 2.784 -3.981  0.2528
46 H 0.257 2.825 -2.273  0.2829
47 C -5.024 -1.654 -0.085  -1.0342
48 N -4.073 -1.733 1.026  0.3151
49 C -4.456 -2.161 2.243  0.6604
50 C -3.399 -2.395 3.249  -0.6451
51 O -5.631 -2.491 2.475  -0.7352
52 H -5.953 -2.215 0.016  0.3480
53 H -4.521 -2.122 -0.931  0.3850
54 H -5.107 -0.599 -0.348  0.2541
55 H -3.085 -1.600 0.865  0.1105
56 H -3.405 -3.229 3.950  0.4221
57 H -3.455 -1.417 3.726  0.1352
58 H -2.421 -2.580 2.804  0.0775
59 C 4.790 -3.524 -0.717  -0.4798
60 N 5.525 -3.291 -1.958  -0.1710
61 C 5.776 -2.111 -2.581  0.4920
62 C 6.459 -2.101 -3.917  -1.1392
63 O 5.389 -1.090 -2.052  -0.5591
64 H 3.829 -3.010 -0.734  -0.1031
65 H 5.390 -3.150 0.113  0.2704
66 H 4.623 -4.544 -0.371  0.4284
67 H 5.954 -4.130 -2.322  0.2371
68 H 7.454 -1.693 -3.740  0.3117
69 H 5.757 -1.609 -4.590  0.1786
70 H 6.593 -3.097 -4.339  0.4118
71 C 1.030 -3.445 6.895  -0.8514
72 N 0.743 -2.473 5.839  -0.1411
73 C -0.357 -1.785 5.548  0.5197
74 C -0.263 -0.787 4.419  -0.1345
75 O -1.431 -1.985 6.102  -0.6592
76 H 1.821 -4.146 6.630  0.3033
77 H 0.109 -3.946 7.191  0.2946
78 H 1.381 -2.840 7.731  0.2975
79 H 1.483 -2.201 5.209  0.1533
80 H -0.714 0.146 4.755  0.0846
81 H -0.857 -1.090 3.557  -0.2074
82 H 0.756 -0.588 4.087  0.3563
83 C -5.907 1.802 2.190  -0.2537
84 N -5.446 1.840 3.605  -0.1473
85 C -4.162 2.036 4.096  0.3898
86 C -2.986 2.113 3.160  -0.2585
87 O -4.015 2.352 5.279  -0.6901
88 H -6.814 2.405 2.171  0.3637
89 H -6.142 0.772 1.922  0.2451
90 H -5.121 2.136 1.512  -0.2591
91 H -6.187 1.781 4.290  0.2299
92 H -3.193 1.412 2.352  -0.2563
93 H -2.021 1.905 3.622  0.2941
94 H -2.939 3.106 2.712  0.3696
95 C -1.640 0.983 -0.217  -1.1015
96 N -0.546 0.046 -0.569  0.4117
97 C -0.369 -1.170 -0.035  0.2552
98 C 0.873 -1.874 -0.518  -0.4515
99 O -1.172 -1.690 0.744  -0.7133
100 H -1.609 1.988 -0.639  0.2013
101 H -1.567 1.242 0.839  0.4792
102 H -2.653 0.594 -0.321  0.1775
103 H 0.201 0.428 -1.131  0.1649
104 H 0.724 -2.954 -0.490  0.5005
105 H 1.669 -1.675 0.200  -0.0029
106 H 1.060 -1.585 -1.552  -0.0398